80
Properties=species:S:1:pos:R:3:lowdin_charge:R:1 method="wB97M-V/def2-TZVPD" energy_ev=-56095.64587 orbital_gap_ev=6.02 e_homo_ha=-0.6114 largest_force_ev_per_a=0.75 multiplicity=1 molar_mass_g_mol=920.2 total_charge=+3 e_above_lowest_kcal_mol=0.0
Au 0.41 -1.37 0.45 0.642
C 2.87 -3.30 1.47 -0.166
C 2.38 -2.54 2.72 -0.189
N 0.92 -2.38 2.77 -0.114
C 0.16 -3.63 2.88 -0.176
C -1.10 -3.61 2.01 -0.159
N -0.86 -3.17 0.61 -0.171
C -0.25 -4.18 -0.30 -0.171
C 1.22 -4.43 -0.02 -0.169
N 2.00 -3.20 0.27 -0.102
H 3.85 -2.90 1.21 0.129
H 3.03 -4.35 1.70 0.123
H 2.76 -3.06 3.60 0.133
H 2.81 -1.54 2.73 0.101
H 0.70 -1.79 3.56 0.115
H 0.80 -4.46 2.61 0.108
H -0.15 -3.83 3.91 0.140
H -1.56 -4.60 2.01 0.138
H -1.82 -2.92 2.44 0.123
H -1.78 -2.95 0.22 0.111
H -0.80 -5.12 -0.23 0.139
H -0.38 -3.79 -1.31 0.113
H 1.34 -5.13 0.81 0.111
H 1.64 -4.93 -0.89 0.139
H 2.59 -2.99 -0.52 0.096
C -0.55 1.26 2.35 -0.314
C 0.62 2.20 2.49 -0.315
C 1.92 1.70 1.84 -0.319
Sb 1.66 0.82 -0.09 1.462
C 3.54 0.55 -0.94 -0.392
C 4.59 1.40 -0.60 -0.108
C 5.85 1.18 -1.16 -0.040
C 6.03 0.12 -2.05 -0.030
C 4.98 -0.71 -2.39 -0.053
C 3.72 -0.50 -1.83 -0.152
C 0.52 2.33 -1.09 -0.436
C 0.49 3.63 -0.56 -0.111
C 0.05 4.70 -1.34 -0.033
C -0.31 4.48 -2.66 -0.007
C -0.24 3.20 -3.21 -0.033
C 0.16 2.13 -2.44 -0.140
Sb -1.62 1.00 0.45 1.740
C -2.12 0.37 -1.51 -0.401
C -3.00 1.24 -2.15 -0.137
C -3.39 0.96 -3.45 -0.028
C -2.93 -0.19 -4.09 -0.016
C -2.06 -1.05 -3.43 -0.041
C -1.64 -0.77 -2.14 -0.155
C -3.50 1.70 0.97 -0.388
C -4.67 1.15 0.43 -0.113
C -5.90 1.65 0.82 -0.028
C -5.96 2.70 1.73 -0.003
C -4.80 3.25 2.27 -0.032
C -3.57 2.74 1.91 -0.116
H -1.40 1.56 2.98 0.062
H -0.30 0.22 2.56 0.017
H 0.80 2.32 3.56 0.138
H 0.34 3.19 2.13 0.091
H 2.34 0.89 2.43 0.058
H 2.68 2.48 1.80 0.075
H 4.46 2.23 0.08 0.102
H 6.67 1.83 -0.91 0.125
H 7.01 -0.04 -2.48 0.126
H 5.13 -1.52 -3.09 0.120
H 2.89 -1.14 -2.11 0.085
H 0.86 3.84 0.43 0.086
H 0.02 5.70 -0.92 0.127
H -0.63 5.31 -3.27 0.131
H -0.49 3.04 -4.25 0.129
H 0.21 1.15 -2.88 0.108
H -3.36 2.14 -1.68 0.110
H -4.07 1.63 -3.96 0.130
H -3.25 -0.41 -5.10 0.130
H -1.71 -1.94 -3.93 0.122
H -0.94 -1.43 -1.65 0.028
H -4.63 0.34 -0.29 0.106
H -6.81 1.22 0.42 0.128
H -6.93 3.09 2.03 0.132
H -4.86 4.08 2.97 0.128
H -2.68 3.17 2.33 0.099